(1)
Below is a 13-piece molecular cluster, C30H79BrNO12S overall, with properties calculated with wB97M-V/def2-TZVPD.

Output
**Net charge**: +1
**HOMO-LUMO gap**: 6.94 eV
**Total energy**: -139313.8291 eV
**E_HOMO**: -11.60 eV

Geometry as XYZ:
```
124
Properties=species:S:1:pos:R:3:lowdin_charge:R:1
C -0.36 -3.27 -1.20 0.177
C 0.24 -2.30 -0.52 -0.110
N 0.32 -1.00 0.23 -0.098
C 0.75 -0.81 1.51 0.117
C 0.54 0.77 1.73 -0.593
S 1.29 1.62 3.21 0.724
C 0.86 1.32 0.24 -0.156
C -0.12 0.26 -0.53 -0.547
Br 0.43 -0.03 -2.41 0.825
H -0.69 -3.99 -2.06 0.086
H 1.15 -1.61 2.24 0.174
H -0.62 0.89 1.81 0.134
H 0.25 2.02 4.08 -0.093
H 1.99 1.17 0.02 0.123
H 0.53 2.42 0.25 0.112
H -1.21 0.61 -0.33 0.134
C -2.62 5.10 0.54 -0.066
C -1.59 4.02 0.77 -0.319
O -1.92 2.85 0.02 -0.117
H -3.62 4.75 0.83 0.064
H -2.38 6.00 1.12 0.087
H -2.67 5.37 -0.52 0.084
H -1.56 3.74 1.83 0.113
H -0.59 4.36 0.48 0.106
H -1.94 3.11 -0.91 0.101
C 1.74 -3.75 -5.25 -0.078
C 2.99 -3.26 -4.55 -0.308
O 2.78 -1.94 -4.05 -0.122
H 1.47 -3.09 -6.08 0.060
H 1.88 -4.76 -5.65 0.086
H 0.89 -3.76 -4.56 0.060
H 3.83 -3.23 -5.25 0.114
H 3.25 -3.92 -3.72 0.104
H 2.04 -1.98 -3.43 -0.002
C 4.35 -4.79 0.89 -0.082
C 3.52 -3.52 0.96 -0.329
O 3.10 -3.29 2.30 -0.104
H 3.78 -5.65 1.25 0.083
H 4.67 -4.98 -0.14 0.079
H 5.23 -4.71 1.52 0.077
H 2.62 -3.62 0.34 0.088
H 4.09 -2.66 0.61 0.107
H 3.90 -3.20 2.84 0.091
C -4.20 -6.12 -3.45 -0.079
C -3.12 -5.22 -2.89 -0.350
O -2.30 -4.73 -3.95 -0.103
H -3.76 -6.97 -3.98 0.083
H -4.84 -6.51 -2.65 0.076
H -4.83 -5.59 -4.16 0.080
H -2.49 -5.77 -2.19 0.104
H -3.56 -4.37 -2.36 0.105
H -2.87 -4.24 -4.56 0.092
C -3.10 -3.78 1.43 -0.109
C -4.35 -4.63 1.59 -0.317
O -4.63 -5.31 0.37 -0.090
H -3.24 -3.05 0.62 0.069
H -2.87 -3.24 2.35 0.071
H -2.24 -4.40 1.16 0.063
H -5.21 -4.01 1.83 0.117
H -4.22 -5.37 2.38 0.113
H -3.86 -5.87 0.17 0.077
C -7.23 2.45 0.99 -0.088
C -5.98 2.93 1.68 -0.333
O -6.18 4.25 2.18 -0.094
H -7.50 3.11 0.16 0.080
H -7.09 1.44 0.59 0.073
H -8.08 2.44 1.68 0.078
H -5.14 2.96 0.99 0.094
H -5.71 2.28 2.52 0.099
H -6.92 4.21 2.81 0.076
C 1.87 -1.37 -10.17 -0.092
C 1.36 -2.13 -8.96 -0.331
O 2.31 -3.10 -8.55 -0.095
H 2.07 -2.06 -11.00 0.080
H 1.14 -0.62 -10.50 0.076
H 2.81 -0.86 -9.94 0.073
H 0.43 -2.65 -9.20 0.116
H 1.17 -1.45 -8.12 0.096
H 3.13 -2.63 -8.33 0.084
C -5.43 4.65 6.38 -0.097
C -6.68 3.80 6.53 -0.314
O -6.96 3.13 5.31 -0.094
H -5.56 5.39 5.59 0.076
H -5.20 5.17 7.31 0.071
H -4.57 4.03 6.11 0.065
H -7.54 4.42 6.79 0.116
H -6.55 3.05 7.32 0.102
H -6.20 2.58 5.10 0.077
C 5.87 3.13 1.04 -0.079
C 4.62 2.28 1.19 -0.328
O 4.34 1.61 -0.03 -0.106
H 5.74 3.87 0.24 0.084
H 6.10 3.66 1.97 0.082
H 6.73 2.51 0.76 0.047
H 3.76 2.91 1.45 0.096
H 4.76 1.53 1.98 0.106
H 5.10 1.05 -0.24 0.080
C -2.47 4.01 9.46 -0.093
C -3.71 3.16 9.61 -0.318
O -4.00 2.50 8.38 -0.102
H -2.60 4.75 8.66 0.072
H -2.24 4.54 10.39 0.078
H -1.61 3.40 9.19 0.071
H -4.57 3.79 9.86 0.114
H -3.59 2.42 10.40 0.109
H -3.23 1.94 8.17 0.084
C 2.20 1.18 -5.77 -0.104
C 2.47 2.66 -5.99 -0.319
O 1.87 3.43 -4.96 -0.091
H 1.12 0.99 -5.74 0.072
H 2.65 0.58 -6.56 0.070
H 2.61 0.86 -4.80 0.053
H 2.04 2.98 -6.94 0.116
H 3.54 2.86 -6.01 0.111
H 2.26 3.14 -4.12 0.077
C 9.85 -0.36 1.17 -0.088
C 8.78 0.67 1.43 -0.320
O 7.66 0.44 0.59 -0.110
H 10.17 -0.34 0.12 0.081
H 10.72 -0.19 1.81 0.079
H 9.47 -1.37 1.36 0.073
H 9.16 1.68 1.22 0.117
H 8.45 0.64 2.48 0.112
H 7.32 -0.45 0.79 0.086
```

(2)
Below is C36H41CrI2N6O2 as an isolated structure, with properties calculated with wB97M-V/def2-TZVPD.

Output
**Net charge**: +1
**HOMO-LUMO gap (spin up / spin down)**: 7.36 / 7.35 eV
**Total energy**: -95653.3709 eV
**Multiplicity**: 5
**⟨S²⟩**: 6.012
**E_HOMO (spin up / spin down)**: -10.04 / -10.17 eV

Geometry as XYZ:
```
88
Properties=species:S:1:pos:R:3:lowdin_charge:R:1
Cr 1.00 -0.52 0.01 0.832
C 1.42 2.07 3.30 -0.026
C 1.13 0.61 3.03 -0.182
C -0.14 0.05 3.27 -0.185
C -1.31 0.94 3.62 -0.042
C -0.29 -1.34 3.23 -0.194
C -1.60 -1.98 3.62 -0.041
C 0.79 -2.17 2.90 -0.191
C 0.63 -3.67 2.92 -0.040
C 2.04 -1.61 2.62 -0.198
C 3.24 -2.46 2.30 -0.009
C 2.21 -0.22 2.68 -0.205
C 3.58 0.35 2.41 -0.025
H 1.70 2.61 2.39 0.065
H 2.26 2.16 3.98 0.099
H 0.59 2.59 3.76 0.073
H -1.44 1.02 4.71 0.105
H -2.25 0.57 3.22 0.060
H -1.19 1.95 3.24 0.067
H -2.06 -2.54 2.80 0.079
H -2.34 -1.26 3.98 0.069
H -1.45 -2.70 4.43 0.096
H 1.08 -4.10 3.81 0.105
H 1.11 -4.14 2.06 0.067
H -0.41 -3.98 2.92 0.067
H 3.60 -2.26 1.29 0.078
H 3.04 -3.52 2.39 0.075
H 4.06 -2.23 2.98 0.097
H 4.24 0.18 3.26 0.104
H 3.55 1.43 2.24 0.071
H 4.03 -0.11 1.54 0.074
I 5.43 -0.76 -2.49 0.960
C 3.94 -2.16 -2.21 -0.649
C 3.97 -3.37 -2.93 -0.212
C 3.02 -4.34 -2.76 -0.678
I 3.16 -6.10 -3.85 0.961
C 1.95 -4.11 -1.86 -0.197
C 0.89 -5.01 -1.60 -0.015
C -0.12 -4.68 -0.74 -0.019
C -0.10 -3.41 -0.14 -0.116
N 0.88 -2.55 -0.33 0.031
C 1.92 -2.89 -1.15 -0.135
C 2.95 -1.89 -1.29 -0.443
O 2.87 -0.80 -0.56 -0.238
H 4.78 -3.53 -3.63 0.082
H 0.89 -5.97 -2.10 0.068
H -0.93 -5.36 -0.53 0.117
H -0.91 -3.09 0.51 0.115
C -0.65 -0.13 -2.88 0.030
C -1.51 -0.19 -1.66 -0.335
N -1.07 -0.33 -0.42 0.016
C -2.19 -0.38 0.39 -0.075
C -3.30 -0.26 -0.37 -0.003
N -2.86 -0.15 -1.67 0.007
C -3.72 0.10 -2.82 -0.052
N -4.44 1.32 -2.65 -0.067
N -5.77 1.29 -2.40 0.061
N -6.20 2.46 -2.19 0.087
C -5.15 3.34 -2.31 -0.221
C -5.11 4.73 -2.17 0.004
C -3.89 5.34 -2.33 -0.069
C -2.73 4.59 -2.63 -0.073
C -2.75 3.23 -2.77 -0.015
C -4.00 2.61 -2.61 -0.167
H 0.40 -0.11 -2.58 0.078
H -0.84 0.77 -3.47 0.079
H -0.80 -1.00 -3.51 0.104
H -2.10 -0.49 1.45 0.080
H -4.34 -0.22 -0.13 0.132
H -4.47 -0.69 -2.90 0.148
H -3.11 0.11 -3.72 0.140
H -6.00 5.29 -1.94 0.121
H -3.81 6.41 -2.24 0.108
H -1.79 5.12 -2.77 0.103
H -1.86 2.67 -3.02 0.088
C 0.82 3.84 -0.70 -0.136
C 2.32 3.61 -0.55 -0.135
C 2.45 2.12 -0.79 -0.147
O 1.23 1.56 -0.21 -0.264
C 0.21 2.58 -0.10 -0.145
H 0.55 3.92 -1.76 0.111
H 0.46 4.73 -0.20 0.125
H 2.65 3.87 0.45 0.117
H 2.90 4.19 -1.26 0.126
H 3.29 1.63 -0.30 0.111
H 2.47 1.87 -1.85 0.130
H -0.03 2.68 0.96 0.116
H -0.68 2.23 -0.63 0.102
```

(3)
Below is one molecule with the formula C2H2FP, with properties calculated with wB97M-V/def2-TZVPD.

Output
**HOMO-LUMO gap (spin up / spin down)**: 7.18 / 7.07 eV
**Total energy**: -14105.7733 eV
**E_HOMO (spin up / spin down)**: -9.91 / -9.79 eV

Geometry as XYZ:
```
6
Properties=species:S:1:pos:R:3:lowdin_charge:R:1
C -0.26 -0.75 1.52 -0.109
C 0.85 0.52 -1.21 -0.142
F -1.71 0.22 -0.20 -0.326
P -0.18 -0.27 -0.09 0.656
H 0.73 -1.09 1.87 -0.050
H 0.56 1.37 -1.88 -0.029
```

(4)
Below is one molecule with the formula C2H7NO3, with properties calculated with wB97M-V/def2-TZVPD.

Output
**HOMO-LUMO gap**: 10.97 eV
**SMILES**: C[C@@H](O)OON
**Total energy**: -9815.6326 eV
**E_HOMO**: -10.27 eV

Geometry as XYZ:
```
13
Properties=species:S:1:pos:R:3:lowdin_charge:R:1
C 0.47 -0.96 -1.82 -0.015
C 0.29 -0.13 -0.56 -0.522
O -0.23 1.15 -0.89 -0.015
O -0.52 -0.78 0.36 -0.005
O 0.00 -0.17 1.70 -0.149
N -0.77 0.90 2.20 0.033
H 1.15 -0.46 -2.52 0.088
H -0.49 -1.10 -2.32 0.087
H 0.86 -1.95 -1.58 0.085
H 1.28 0.02 -0.06 0.149
H -0.62 1.44 -0.04 0.073
H -1.31 0.48 2.95 0.093
H -0.12 1.58 2.60 0.100
```

(5)
Below is a 5-piece molecular cluster, C19H49N4O7P2S2 overall, with properties calculated with wB97M-V/def2-TZVPD.

Output
**Net charge**: +1
**HOMO-LUMO gap**: 7.59 eV
**Total energy**: -81023.6439 eV
**E_HOMO**: -11.73 eV

Geometry as XYZ:
```
83
Properties=species:S:1:pos:R:3:lowdin_charge:R:1
C -0.47 0.92 1.16 -0.067
C -1.56 1.94 0.54 -0.221
O -2.90 1.37 0.56 -0.185
C -3.42 1.41 -0.78 -0.170
C -2.84 0.17 -1.62 -0.040
C -1.85 0.12 -2.79 -0.146
O -1.18 1.21 -3.38 -0.044
C 0.26 0.95 -3.35 -0.162
C 1.13 1.99 -2.49 -0.175
N 1.98 1.24 -1.51 -0.095
C 3.04 0.44 -2.18 -0.168
C 3.00 -1.07 -1.57 -0.344
C 4.48 -1.74 -1.58 -0.060
O 2.13 -1.96 -2.36 -0.138
N -1.80 -1.31 -3.11 -0.338
S -0.87 -2.04 -4.41 0.872
C -2.60 -2.13 -2.24 -0.312
P -2.81 -4.03 -2.23 0.715
N -2.67 -4.68 -3.68 -0.336
N -3.24 -1.20 -1.32 -0.212
P -4.35 -1.70 0.01 0.428
S -3.28 -2.86 1.18 0.144
H 0.53 1.47 1.16 0.079
H -0.72 0.66 2.25 0.070
H -0.34 -0.01 0.49 0.074
H -1.57 2.87 1.20 0.132
H -1.18 2.20 -0.51 0.099
H -4.57 1.32 -0.82 0.136
H -3.17 2.37 -1.36 0.147
H 0.46 -0.09 -2.90 0.094
H 0.65 0.93 -4.43 0.138
H 1.86 2.53 -3.21 0.128
H 0.48 2.79 -1.98 0.126
H 2.48 1.93 -0.93 0.114
H 2.93 0.33 -3.31 0.136
H 4.11 0.84 -2.01 0.130
H 2.60 -1.08 -0.49 0.142
H 4.76 -2.15 -0.54 0.081
H 4.49 -2.62 -2.32 0.086
H 5.27 -0.99 -1.97 0.076
H 1.81 -2.69 -1.79 0.095
H 0.07 -2.88 -3.81 -0.078
H -4.11 -4.34 -1.69 0.014
H -1.77 -4.57 -1.41 0.023
H -3.52 -5.18 -3.98 -0.018
H -4.67 -0.54 0.81 0.021
H -5.51 -2.37 -0.48 -0.001
C -1.98 0.12 -7.42 -0.109
C -2.91 0.50 -8.55 -0.322
O -3.07 -0.59 -9.45 -0.078
H -1.00 -0.18 -7.81 0.081
H -1.85 0.95 -6.72 0.069
H -2.37 -0.74 -6.87 0.047
H -2.51 1.34 -9.11 0.116
H -3.90 0.78 -8.16 0.109
H -3.44 -1.33 -8.95 0.083
C 1.31 0.50 6.13 -0.079
C 0.39 0.90 4.99 -0.327
O 0.22 -0.19 4.09 -0.116
H 2.28 0.19 5.74 0.078
H 1.45 1.33 6.83 0.073
H 0.89 -0.35 6.68 0.077
H 0.81 1.73 4.44 0.084
H -0.59 1.20 5.37 0.114
H -0.17 -0.92 4.59 0.085
C 1.27 6.06 5.10 -0.089
C 0.96 4.82 4.29 -0.315
O 1.14 3.65 5.08 -0.112
H 2.29 6.03 5.47 0.080
H 1.13 6.97 4.50 0.076
H 0.61 6.12 5.98 0.076
H 1.63 4.75 3.43 0.113
H -0.07 4.84 3.92 0.108
H 0.54 3.72 5.83 0.094
C 2.81 -3.17 4.86 -0.093
C 3.18 -3.21 6.33 -0.324
O 2.04 -3.50 7.12 -0.089
H 2.04 -2.41 4.68 0.054
H 3.67 -2.94 4.24 0.075
H 2.39 -4.13 4.54 0.073
H 3.58 -2.24 6.64 0.109
H 3.95 -3.97 6.51 0.109
H 1.70 -4.36 6.84 0.082
```

(6)
Below is a 3-piece molecular cluster, C16H39N5O11PS2 overall, with properties calculated with wB97M-V/def2-TZVPD.

Output
**Net charge**: +1
**HOMO-LUMO gap**: 9.06 eV
**Total energy**: -78150.9402 eV
**E_HOMO**: -12.06 eV

Geometry as XYZ:
```
74
Properties=species:S:1:pos:R:3:lowdin_charge:R:1
C -0.89 -3.22 -4.30 0.018
C -1.33 -1.79 -3.97 -0.470
O -1.56 -1.05 -4.85 0.161
N -1.48 -1.29 -2.62 -0.085
C -2.91 -1.04 -2.26 0.007
N -0.84 -2.10 -1.68 0.111
C -0.03 -1.54 -0.81 -0.288
N 0.23 -0.19 -0.86 0.126
C 0.89 0.32 0.36 -0.137
C 2.14 -0.50 0.78 -0.234
P 2.11 -0.54 2.62 0.482
O 0.81 -0.95 3.16 -0.266
O 3.32 -1.36 3.29 -0.112
O 2.33 1.01 3.04 -0.129
C 2.04 -1.87 0.08 -0.289
C 3.07 -2.94 0.52 -0.077
C 3.82 -3.46 -0.76 -0.368
O 4.77 -2.44 -1.10 -0.029
C 4.53 -4.84 -0.54 -0.198
N 4.36 -5.68 -1.74 -0.001
N 0.62 -2.29 0.15 0.157
H -1.24 -3.97 -3.57 0.075
H 0.21 -3.27 -4.32 0.095
H -1.23 -3.48 -5.30 0.100
H -2.92 -0.21 -1.54 0.087
H -3.37 -1.95 -1.85 0.102
H -3.41 -0.67 -3.16 0.104
H -0.97 -3.11 -1.63 0.169
H -0.68 0.26 -0.91 0.150
H 1.27 1.33 0.12 0.137
H 0.19 0.47 1.19 0.125
H 3.07 -0.03 0.42 0.147
H 2.88 -2.13 3.71 0.102
H 1.74 1.23 3.78 0.108
H 2.24 -1.67 -1.00 0.138
H 2.53 -3.81 0.92 0.125
H 3.86 -2.56 1.18 0.122
H 3.09 -3.52 -1.59 0.133
H 4.48 -1.98 -1.91 0.097
H 4.07 -5.30 0.34 0.112
H 5.60 -4.63 -0.42 0.127
H 3.36 -5.72 -1.92 0.056
H 4.75 -5.16 -2.52 0.071
H 0.49 -3.29 -0.03 0.149
O 5.28 6.20 2.11 -0.271
S 4.16 6.37 2.98 0.577
O 4.32 6.77 4.34 -0.268
O 3.27 5.03 2.94 -0.267
C 3.92 3.78 3.23 -0.263
C 4.19 3.61 4.71 -0.070
C 2.98 7.44 2.22 -0.122
H 4.84 3.69 2.65 0.119
H 3.25 3.00 2.89 0.081
H 4.92 4.34 5.07 0.073
H 4.57 2.62 4.92 0.080
H 3.27 3.77 5.29 0.086
H 2.82 7.11 1.19 0.073
H 3.40 8.44 2.23 0.079
H 2.06 7.41 2.78 0.075
O -7.19 2.20 0.26 -0.263
S -7.06 0.84 -0.16 0.574
O -5.82 0.33 -0.67 -0.305
O -8.22 0.51 -1.21 -0.260
C -8.35 1.35 -2.37 -0.247
C -7.28 1.07 -3.40 -0.077
C -7.63 -0.22 1.13 -0.119
H -8.35 2.41 -2.08 0.119
H -9.33 1.14 -2.79 0.125
H -6.29 1.35 -3.04 0.064
H -7.47 1.64 -4.32 0.084
H -7.25 0.01 -3.64 0.083
H -8.59 0.14 1.49 0.079
H -6.89 -0.19 1.93 0.077
H -7.71 -1.23 0.74 0.075
```

(7)
Below is C4H11O as an isolated structure, with properties calculated with wB97M-V/def2-TZVPD.

Output
**Net charge**: +1
**HOMO-LUMO gap**: 13.67 eV
**Total energy**: -6363.7054 eV
**E_HOMO**: -16.75 eV

Geometry as XYZ:
```
16
Properties=species:S:1:pos:R:3:lowdin_charge:R:1
C 0.10 1.58 -0.81 -0.069
C 0.22 -1.44 -0.61 -0.013
C 0.17 -0.60 1.72 0.152
C -0.86 0.58 -0.24 -0.153
O -0.46 -0.74 0.35 -0.262
H 0.55 1.19 -1.66 0.057
H 0.88 1.95 -0.19 0.085
H -0.43 2.50 -1.21 0.141
H 0.47 -2.37 -0.27 0.097
H -0.56 -1.52 -1.45 0.159
H 1.10 -0.84 -0.82 0.118
H 0.02 0.45 1.88 0.108
H -0.52 -1.19 2.30 0.133
H 1.13 -0.95 1.61 0.092
H -1.47 1.10 0.46 0.113
H -1.68 0.22 -1.27 0.243
```

(8)
Below is one molecule with the formula C4H8N2OS2, with properties calculated with wB97M-V/def2-TZVPD.

Output
**HOMO-LUMO gap**: 8.53 eV
**SMILES**: CN1COSN(C)C1=S
**Total energy**: -30972.4369 eV
**E_HOMO**: -7.96 eV

Geometry as XYZ:
```
17
Properties=species:S:1:pos:R:3:lowdin_charge:R:1
C 0.38 -2.26 0.18 -0.163
N 0.61 -0.82 0.27 -0.160
C 2.05 -0.36 -0.20 -0.127
O 1.54 0.55 -1.23 -0.519
S 0.85 1.92 -0.61 0.992
N -0.73 1.33 -0.01 -0.447
C -1.82 2.27 0.18 -0.130
C -0.60 -0.04 0.17 -0.779
S -2.12 -0.77 0.32 0.628
H 1.39 -2.61 0.55 0.086
H -0.47 -2.77 0.80 0.077
H 0.29 -2.58 -0.88 0.090
H 2.60 -1.20 -0.68 0.136
H 2.55 0.21 0.60 0.110
H -2.77 1.69 -0.15 0.071
H -2.06 2.41 1.22 0.084
H -1.68 3.02 -0.52 0.050
```